Here is a structure of composition C32H59CuN4OP2S in a non-equilibrium geometry from OMol25. Energies are from wB97M-V/def2-TZVPD.

Geometry as XYZ:
```
100
Properties=species:S:1:pos:R:3:mulliken_charge:R:1
C 2.3249 -1.2647 -1.5459 0.29
C 1.5005 0.7510 -2.4465 -0.24
C 3.2579 -1.3719 -2.5629 -0.80
C 2.2704 0.5308 -3.6261 -1.11
C 3.2145 -0.4902 -3.6335 -1.09
H 4.0049 -2.1506 -2.5105 0.55
H 2.1513 1.2307 -4.4494 0.54
H 3.9135 -0.5749 -4.4607 0.44
N 1.4933 -0.2236 -1.4818 1.24
P 0.6160 -2.3958 0.4013 0.56
P 0.1483 2.3283 -0.5734 0.61
C 2.2549 -2.3453 -0.4814 -2.10
H 2.4904 -3.3391 -0.8933 0.72
H 3.0306 -2.1822 0.2829 0.81
C 0.9237 2.0080 -2.1503 -1.18
H 0.5649 2.5523 -3.0192 0.67
C -1.6090 3.3364 -0.4765 2.44
C 1.6176 3.5461 -0.3129 1.89
C -0.4297 -3.5757 -0.6904 2.13
C 1.0169 -3.2445 2.0659 2.63
C -2.7207 2.4690 0.1299 -1.79
H -2.5639 2.3059 1.2037 0.32
H -3.6843 2.9955 0.0058 0.55
H -2.7962 1.4983 -0.3701 0.03
C -1.5155 4.6062 0.3762 -1.90
H -1.2417 4.3713 1.4148 0.25
H -0.8277 5.3553 -0.0372 0.27
H -2.5154 5.0762 0.3998 0.55
C -1.9949 3.6725 -1.9071 -1.35
H -2.9052 4.2923 -1.9007 0.58
H -1.2203 4.2201 -2.4599 0.28
H -2.2546 2.7589 -2.4506 -0.27
C 1.6259 4.1260 1.0946 -1.50
H 1.4760 3.3434 1.8433 0.09
H 2.6158 4.5707 1.2683 0.52
H 0.8751 4.9052 1.2421 0.31
C 2.9295 2.7541 -0.4992 -1.54
H 2.9101 1.8153 0.0706 -0.02
H 3.1067 2.5175 -1.5549 0.32
H 3.7879 3.3581 -0.1688 0.70
C 1.5089 4.6387 -1.4002 -1.42
H 1.0731 4.2733 -2.3388 0.15
H 0.9007 5.4986 -1.0941 0.29
H 2.5210 4.9842 -1.6588 0.44
C -0.2936 -3.5232 2.8222 -2.00
H -0.0455 -3.8972 3.8279 0.52
H -0.8954 -2.6105 2.9370 0.31
H -0.9062 -4.2993 2.3456 0.29
C 1.8481 -2.2680 2.9115 -2.47
H 2.8115 -2.0296 2.4458 0.32
H 1.3070 -1.3364 3.1161 0.83
H 2.0895 -2.7522 3.8723 0.69
C 1.8273 -4.5433 1.9323 -1.69
H 2.7050 -4.4276 1.2860 0.27
H 2.1758 -4.8402 2.9338 0.52
H 1.2359 -5.3843 1.5614 0.37
C -0.1476 -3.2247 -2.1557 -1.53
H 0.8641 -3.5170 -2.4650 0.24
H -0.8585 -3.7627 -2.7999 0.73
H -0.2859 -2.1528 -2.3358 -0.18
C -1.9286 -3.3566 -0.4190 -1.59
H -2.2463 -2.3290 -0.6433 0.06
H -2.4922 -4.0540 -1.0595 0.56
H -2.2024 -3.6106 0.6143 0.27
C -0.1037 -5.0595 -0.4738 -1.98
H 0.9632 -5.2816 -0.6000 0.33
H -0.4468 -5.4267 0.5012 0.35
H -0.6463 -5.6438 -1.2329 0.52
Cu 0.1293 -0.1644 -0.0092 -1.21
C 0.5684 0.7231 1.6915 1.33
O 1.6579 0.9614 2.1897 -0.82
N -1.5050 -0.2017 -1.2845 0.23
C -2.1101 -0.0906 -2.3098 -0.41
C -2.3947 0.1846 -3.7807 2.22
C -1.6132 1.2969 -4.5277 -1.33
C -1.9160 -1.1212 -4.4071 -1.84
C -3.8893 0.4863 -3.7117 -1.64
H -1.7471 2.3121 -4.1379 0.27
H -0.5310 1.0942 -4.5600 0.15
H -1.9475 1.3216 -5.5805 0.55
H -2.2421 -1.9966 -3.8338 0.39
H -2.2109 -1.2417 -5.4481 0.51
H -0.8144 -1.1253 -4.3915 0.27
H -4.2517 1.1022 -4.5300 0.42
H -4.4354 -0.4529 -3.6500 0.43
H -4.1194 1.0224 -2.7763 0.27
C 1.2077 0.2611 6.1085 -1.13
N 0.7365 0.4946 4.7550 0.19
C -0.5116 0.3679 4.2958 0.68
S -0.9676 0.8853 2.6271 -0.52
N -1.5320 -0.1460 4.9827 -0.15
C -1.6649 -0.3121 6.4263 -0.95
H 0.6553 0.8790 6.8246 0.39
H 2.2676 0.5397 6.1593 0.36
H 1.1284 -0.7991 6.3807 0.33
H 1.4455 0.8045 4.0844 0.17
H -2.4090 -0.2035 4.4530 0.27
H -2.6978 -0.5991 6.6395 0.35
H -1.0042 -1.1078 6.7927 0.28
H -1.4556 0.6242 6.9615 0.32
```

Results
- Highest occupied orbital energy (alpha / beta): -8.2 / -8.2 eV
- Net charge: +1
- Spin multiplicity: 2
- Orbital gap (alpha / beta): 5.9 / 5.1 eV
- LUMO (alpha / beta): -2.31 / -3.05 eV